C38H31N5O4PtSSi as an isolated structure. Source: the OMol25 dataset; level of theory: ωB97M-V/def2-TZVPD.

XYZ file:
```
81
Properties=species:S:1:pos:R:3:forces:R:3
Pt 1.76583 -0.58160 -0.17774 -0.015 0.051 0.044
C -10.69544 -1.08030 5.54171 0.001 -0.001 -0.004
O -10.31773 -1.62517 4.28712 0.002 0.001 0.002
C -9.03732 -1.46258 3.88804 -0.009 -0.005 -0.004
C -8.71423 -2.01082 2.64565 0.003 0.003 0.006
C -7.43327 -1.89520 2.15381 -0.003 0.002 0.000
C -6.44232 -1.23295 2.88223 0.003 -0.002 -0.007
C -6.77519 -0.69181 4.11781 -0.005 0.006 0.007
C -8.05972 -0.80033 4.62569 0.003 -0.003 -0.002
C -5.07174 -1.08870 2.39076 -0.010 -0.007 -0.009
N -4.09521 -0.49294 3.03658 0.008 0.000 -0.010
C -3.00679 -0.59346 2.21403 0.000 -0.003 0.001
C -3.32198 -1.25796 1.05351 0.000 0.002 0.004
N -4.65397 -1.57080 1.17645 0.018 0.008 0.016
C -2.38581 -1.50226 0.00591 -0.010 -0.013 -0.006
C -2.68669 -2.13593 -1.20829 0.007 0.002 -0.020
C -1.70049 -2.28181 -2.14558 -0.014 0.014 0.017
C -0.41346 -1.82394 -1.86120 0.021 -0.002 -0.014
N -0.09572 -1.24620 -0.71245 -0.040 0.036 0.012
C -1.07240 -1.05204 0.21908 -0.008 0.008 0.010
C -0.73038 -0.32798 1.43030 0.006 0.008 0.000
N 0.53350 0.13872 1.53710 0.024 -0.098 -0.040
C 0.87313 0.84648 2.59589 0.002 0.016 -0.030
C -0.01799 1.12168 3.63825 0.001 0.011 -0.008
C -1.30174 0.64787 3.55557 0.006 0.003 0.004
C -1.68540 -0.08857 2.42564 -0.004 0.006 0.009
H -11.74761 -1.31692 5.66562 0.000 0.000 0.001
H -10.56292 0.00375 5.55639 0.000 0.000 0.001
H -10.12351 -1.53148 6.35559 0.000 0.001 0.001
H -9.48700 -2.52138 2.08771 0.000 0.000 0.000
H -7.21981 -2.33363 1.18604 0.003 0.000 0.001
H -6.01082 -0.17786 4.68430 0.001 0.000 -0.002
H -8.28565 -0.36748 5.58864 0.001 0.000 0.000
H -5.22546 -2.05926 0.51126 -0.003 0.001 -0.001
H -3.69000 -2.49000 -1.40865 0.002 -0.004 0.004
H -1.89133 -2.74358 -3.10321 0.000 0.000 0.000
H 0.37149 -1.92620 -2.59518 0.026 -0.019 0.012
H 1.88442 1.23599 2.61916 0.000 -0.013 0.008
H 0.31567 1.70852 4.48183 -0.004 0.002 0.000
H -2.03210 0.83675 4.33086 -0.001 0.000 -0.001
C 1.78268 1.08611 -5.84477 -0.003 -0.001 -0.011
C 1.86651 -0.29692 -5.93090 -0.006 0.001 -0.005
C 2.16731 -1.04502 -4.80058 -0.013 -0.004 0.007
C 2.37602 -0.42675 -3.56531 0.009 0.001 0.000
C 2.27898 0.96761 -3.49877 0.004 -0.015 -0.018
C 1.99422 1.72125 -4.62849 -0.007 0.004 0.007
Si 2.86282 -1.40550 -2.04268 -0.009 -0.064 -0.011
C 4.73572 -1.39277 -1.87871 0.035 0.076 -0.041
C 5.38007 -2.27754 -1.00557 0.012 0.018 -0.005
C 6.75521 -2.23513 -0.82641 0.008 -0.007 0.017
C 7.51494 -1.30188 -1.52124 0.010 0.021 -0.017
C 6.89631 -0.41627 -2.39131 -0.002 -0.032 -0.005
C 5.51864 -0.46012 -2.56462 0.001 -0.039 -0.020
H 1.55986 1.67092 -6.72802 0.002 0.001 -0.001
H 1.70831 -0.79145 -6.88121 0.002 0.000 -0.001
H 2.25092 -2.12409 -4.88417 -0.002 0.001 -0.001
H 2.44421 1.47797 -2.55558 0.002 -0.007 -0.028
H 1.94715 2.80065 -4.55781 0.008 0.000 0.005
H 2.46764 -2.82952 -2.27740 -0.008 0.018 -0.047
H 4.79771 -3.01485 -0.46122 -0.011 -0.024 0.005
H 7.23565 -2.93206 -0.15127 0.004 -0.001 0.001
H 8.58836 -1.26777 -1.38577 -0.001 0.001 0.007
H 7.48261 0.31542 -2.93248 -0.002 0.001 0.010
H 5.05094 0.24340 -3.24436 -0.007 -0.007 0.023
N 3.57207 0.17142 0.48402 -0.023 0.036 0.057
C 3.87273 1.54165 0.04219 0.009 0.003 0.013
C 5.19143 1.89813 -0.18178 -0.021 -0.011 -0.024
C 5.48139 3.16668 -0.66511 -0.007 0.008 -0.013
C 4.45899 4.07147 -0.90926 0.007 -0.043 0.012
C 3.14238 3.70920 -0.65737 0.000 0.018 0.010
C 2.84236 2.44295 -0.18268 0.000 0.047 0.028
S 4.81570 5.71923 -1.54474 0.011 -0.003 0.028
O 4.77412 6.53783 -0.34595 -0.006 0.010 -0.010
O 6.12823 5.57718 -2.14758 0.005 0.004 -0.007
O 3.72710 5.95408 -2.47822 -0.012 -0.005 -0.014
H 4.33944 -0.42406 0.17035 -0.018 -0.013 0.017
H 3.58639 0.12512 1.50124 0.024 0.025 0.000
H 5.98523 1.17752 -0.01469 0.002 -0.010 0.001
H 6.49814 3.46486 -0.88494 -0.001 0.003 0.003
H 2.35819 4.42354 -0.87234 -0.003 0.001 0.005
H 1.81044 2.14893 -0.03073 -0.007 -0.024 0.022
```
Positions in Å, forces in eV/Å.

Properties
* energy above the lowest of the compared OMol25 structures with the same formula, charge and spin: 0.3 kcal per mole
* E: -2848.5052 Ha
* highest occupied orbital energy: -7.27 eV
* LUMO: -1.66 eV
* orbital gap: 5.6 eV

=====

C38H32AsBIrN8S3Se as an isolated structure at a distorted geometry. Source: the OMol25 dataset; level of theory: ωB97M-V/def2-TZVPD.

XYZ file:
```
85
Properties=species:S:1:pos:R:3:forces:R:3
Ir -0.25677 0.25291 0.01141 -1.090 0.372 -0.029
Se -1.71802 -2.27573 7.26521 0.034 0.079 -0.215
N -1.33943 -3.09614 5.73472 0.003 -0.016 -0.025
C -1.28641 -2.17871 4.80286 -0.013 -0.097 0.228
C -1.03810 -2.47342 3.40071 0.051 0.038 -0.197
C -0.99970 -3.76871 2.88138 0.020 0.086 -0.070
C -0.84957 -3.93545 1.51994 -0.062 0.021 0.075
C -0.69055 -2.81586 0.71357 -0.086 0.023 -0.075
N -0.68789 -1.58363 1.20788 -0.068 -0.101 -0.520
C -0.89589 -1.39746 2.52081 0.019 0.063 0.185
C -1.11448 -0.02009 2.96347 -0.121 -0.044 -0.002
N -1.07507 0.92767 2.00494 0.443 -0.707 0.121
C -1.55902 2.12968 2.27718 -0.036 0.060 -0.106
C -2.01194 2.48015 3.54430 0.016 -0.026 0.025
C -1.95714 1.55233 4.56245 0.026 0.015 -0.074
C -1.52024 0.25978 4.26903 0.045 0.064 -0.221
C -1.53069 -0.83129 5.23097 -0.037 -0.059 0.229
N -1.78220 -0.67046 6.50517 -0.001 0.029 -0.021
H -1.11839 -4.61258 3.54722 -0.020 -0.010 0.030
H -0.86045 -4.91715 1.06918 0.006 -0.027 -0.006
H -0.56705 -2.89825 -0.36017 0.008 -0.021 0.020
H -1.59784 2.82104 1.44608 -0.034 -0.017 0.047
H -2.40623 3.47172 3.71141 -0.011 0.023 0.010
H -2.28584 1.78917 5.56506 -0.007 -0.005 0.026
S -2.59727 -0.09295 -0.37281 0.313 0.364 0.251
C -3.01784 0.39758 -2.01098 0.335 0.066 -0.463
C -4.35962 0.56320 -2.35595 0.221 -0.005 0.098
C -4.68263 0.93499 -3.64955 0.008 0.052 -0.160
C -3.69754 1.15066 -4.60860 -0.031 0.009 0.030
C -2.36244 0.97397 -4.28097 -0.023 -0.052 0.040
C -2.03487 0.58432 -2.98860 -0.167 -0.148 0.514
As -0.23416 0.17108 -2.46106 -0.106 0.162 -0.110
C 0.10498 -1.63780 -3.04202 -0.162 0.047 -0.022
C -0.99685 -2.48674 -3.11182 -0.040 0.057 -0.021
C -0.81744 -3.82287 -3.43945 -0.011 -0.030 -0.016
C 0.45521 -4.30955 -3.69790 0.024 -0.012 -0.007
C 1.55386 -3.46235 -3.62628 -0.022 -0.027 -0.002
C 1.38437 -2.12803 -3.29330 0.050 0.021 0.063
C 0.81275 1.35858 -3.59595 0.059 -0.260 -0.198
C 0.82948 2.74576 -3.45354 -0.096 -0.080 -0.066
C 1.46088 3.53608 -4.40107 -0.019 -0.024 0.017
C 2.06084 2.96014 -5.51078 0.007 0.069 -0.016
C 2.00220 1.59000 -5.68736 0.014 -0.055 -0.029
C 1.37657 0.79208 -4.74134 0.033 -0.136 0.160
H -5.13836 0.41569 -1.62037 0.000 -0.009 0.040
H -5.72254 1.07226 -3.91386 -0.008 0.000 -0.002
H -3.97316 1.45853 -5.60734 0.002 -0.003 -0.010
H -1.58603 1.13749 -5.01898 -0.018 -0.010 0.001
H -1.99787 -2.10964 -2.93219 0.026 0.010 0.005
H -1.67547 -4.47654 -3.51350 -0.021 -0.018 0.005
H 0.59065 -5.34748 -3.97044 0.008 -0.011 -0.001
H 2.54495 -3.83793 -3.83994 0.024 -0.014 -0.003
H 2.25214 -1.48269 -3.23234 -0.030 0.006 -0.007
H 0.31703 3.23383 -2.64652 -0.086 0.052 0.233
H 1.46817 4.61059 -4.28005 -0.011 0.008 0.022
H 2.54943 3.58127 -6.24890 0.008 0.016 0.005
H 2.43597 1.13454 -6.56710 -0.005 -0.017 0.000
H 1.31841 -0.27269 -4.91709 0.020 0.032 -0.009
C -0.01584 5.07018 1.19640 -0.096 0.041 -0.062
N 0.67405 3.99897 1.89824 0.203 0.024 0.035
C 1.12679 4.07974 3.19217 0.021 -0.037 0.054
C 1.84927 2.95646 3.42159 0.125 0.120 0.063
N 1.86723 2.20352 2.27416 -0.110 0.130 -0.158
B 2.99483 1.14799 1.93838 -0.118 -0.084 -0.205
N 2.57139 -0.34853 2.20775 0.069 0.018 -0.072
C 2.87816 -1.05495 3.34398 0.036 -0.097 0.109
C 2.78042 -2.37923 3.06837 0.001 0.104 0.085
N 2.39722 -2.48066 1.75234 0.082 0.081 0.105
C 2.36586 -3.72413 0.99840 0.076 -0.075 -0.121
C 2.27557 -1.23506 1.25215 -0.135 -0.038 -0.099
S 1.73912 -0.90193 -0.36495 0.392 0.158 0.399
C 1.12176 2.84630 1.36664 -0.172 -0.296 -0.042
S 0.71776 2.32042 -0.25066 0.102 0.165 -0.233
H -0.54206 5.67937 1.92633 -0.013 0.008 -0.013
H -0.72408 4.65303 0.48310 0.018 0.008 0.007
H 0.70603 5.68679 0.66280 -0.040 0.005 0.001
H 0.91964 4.93239 3.81225 0.005 0.031 0.044
H 2.41447 2.66829 4.28899 0.011 -0.008 0.029
H 3.91931 1.39156 2.65127 0.034 -0.011 0.159
H 3.23731 1.24583 0.77124 0.030 0.023 0.067
H 3.19394 -0.56034 4.24440 0.005 0.007 0.030
H 2.97629 -3.24661 3.67197 0.008 -0.028 0.034
H 2.05888 -4.52804 1.66257 0.001 0.001 -0.029
H 3.35786 -3.93415 0.60024 -0.014 -0.035 0.014
H 1.66394 -3.63207 0.17302 0.098 -0.017 0.025
```
Positions in Å, forces in eV/Å.

Properties
* energy above the lowest of the compared OMol25 structures with the same formula, charge and spin: 37.6 kcal per mole
* E: -7865.9288 Ha
* net charge: +2
* highest occupied orbital energy (alpha / beta): -12.89 / -12.76 eV
* 2S+1: 2
* LUMO (alpha / beta): -5.84 / -7.22 eV
* orbital gap (alpha / beta): 7.1 / 5.5 eV

=====

Among the records above, which one has the lowest E?
C38H32AsBIrN8S3Se

=====

The lowest energy above the lowest of the compared OMol25 structures with the same formula, charge and spin belongs to which entry?
C38H31N5O4PtSSi

=====

Which value of E does entry 2 give?
-7865.9288 Ha